Record 1
Here is a structure of composition C56H42Cl5N21O2SSiY in a non-equilibrium geometry from the OMol25 dataset. Energies are from ωB97M-V/def2-TZVPD.

Values from the calculation:
LUMO energy = 1.34 eV
relative energy (zero: lowest compared OMol25 entry of this formula, charge and spin) = 0.754 eV
HOMO energy = -5.6 eV
multiplicity = 1
DFT total energy = -176518.7285 eV
net charge = -1

Cartesian coordinates (Å):
1 Y -0.24 0.05 0.22
2 S -5.56 -1.23 -5.93
3 N -4.97 0.14 -5.31
4 C -4.09 -0.22 -4.40
5 C -3.30 0.68 -3.58
6 C -3.46 2.07 -3.64
7 C -2.69 2.86 -2.83
8 C -1.77 2.23 -1.98
9 N -1.60 0.92 -1.93
10 C -2.37 0.14 -2.71
11 C -2.21 -1.33 -2.57
12 N -1.33 -1.79 -1.68
13 C -1.28 -3.09 -1.45
14 C -2.06 -4.03 -2.13
15 C -2.93 -3.57 -3.08
16 C -3.02 -2.20 -3.30
17 C -3.96 -1.63 -4.27
18 N -4.73 -2.32 -5.08
19 H -4.19 2.49 -4.32
20 H -2.79 3.93 -2.82
21 H -1.14 2.83 -1.32
22 H -0.60 -3.42 -0.67
23 H -1.97 -5.08 -1.88
24 H -3.58 -4.24 -3.63
25 C 5.50 -2.12 -0.94
26 N 4.04 -2.11 -0.92
27 C 3.19 -1.12 -0.60
28 N 1.96 -1.55 -0.63
29 C 2.11 -2.86 -0.97
30 N 3.35 -3.24 -1.17
31 C 6.05 -3.10 0.07
32 C 6.77 -4.21 -0.33
33 C 7.24 -5.13 0.60
34 C 6.99 -4.94 1.95
35 C 6.25 -3.83 2.36
36 C 5.79 -2.91 1.43
37 C 5.97 -3.63 3.78
38 N 6.41 -4.28 4.80
39 N 5.85 -3.67 5.93
40 C 5.12 -2.70 5.50
41 O 5.15 -2.62 4.15
42 C 4.36 -1.70 6.24
43 C 4.45 -1.63 7.63
44 C 3.77 -0.63 8.30
45 C 3.01 0.30 7.60
46 C 2.91 0.22 6.21
47 C 2.08 1.26 5.47
48 N 2.13 1.12 4.03
49 C 1.22 0.58 3.23
50 N 1.66 0.55 2.00
51 C 2.90 1.10 2.11
52 N 3.24 1.46 3.32
53 C 3.57 -0.80 5.54
54 H 5.83 -1.11 -0.73
55 H 5.83 -2.39 -1.94
56 H 3.51 -0.10 -0.40
57 H 1.29 -3.55 -1.10
58 H 6.94 -4.38 -1.39
59 H 7.79 -6.00 0.27
60 H 7.34 -5.65 2.69
61 H 5.21 -2.06 1.76
62 H 5.07 -2.35 8.15
63 H 3.84 -0.56 9.38
64 H 2.50 1.09 8.13
65 H 2.44 2.25 5.73
66 H 1.04 1.19 5.77
67 H 0.25 0.24 3.57
68 H 3.56 1.27 1.27
69 H 3.49 -0.89 4.46
70 Cl 1.08 3.45 1.02
71 C 1.56 2.92 -0.57
72 C 1.15 1.65 -1.02
73 C 1.53 1.39 -2.34
74 Cl 1.02 -0.11 -3.08
75 C 2.28 2.25 -3.15
76 Cl 2.72 1.82 -4.76
77 C 2.67 3.49 -2.63
78 Cl 3.59 4.58 -3.60
79 C 2.29 3.83 -1.34
80 Cl 2.72 5.39 -0.72
81 N -2.23 -2.83 1.61
82 C -2.94 -1.86 0.94
83 N -4.20 -2.03 0.63
84 N -4.52 -0.92 -0.07
85 N -3.50 -0.14 -0.17
86 N -2.44 -0.71 0.48
87 C -0.89 -2.78 1.93
88 N -0.32 -3.69 2.68
89 N 0.98 -3.31 2.74
90 N 1.17 -2.24 2.06
91 N -0.03 -1.84 1.51
92 H -2.76 -3.58 2.01
93 C -0.90 3.05 4.61
94 C -2.03 3.54 3.70
95 C -1.56 4.82 2.98
96 C -3.24 3.93 4.56
97 Si -2.47 2.12 2.47
98 O -1.17 1.57 1.71
99 C -3.25 0.82 3.62
100 C -4.48 0.95 4.28
101 C -4.96 -0.04 5.14
102 C -4.21 -1.19 5.38
103 C -2.98 -1.34 4.75
104 C -2.52 -0.35 3.88
105 C -3.79 2.81 1.30
106 C -3.48 3.88 0.45
107 C -4.43 4.43 -0.41
108 C -5.71 3.90 -0.47
109 C -6.03 2.80 0.33
110 C -5.09 2.27 1.21
111 H -0.63 3.82 5.34
112 H -0.01 2.82 4.01
113 H -1.19 2.14 5.15
114 H -1.24 5.57 3.72
115 H -2.36 5.26 2.39
116 H -0.71 4.63 2.31
117 H -2.99 4.81 5.18
118 H -3.53 3.13 5.24
119 H -4.11 4.19 3.95
120 H -5.09 1.83 4.11
121 H -5.91 0.10 5.64
122 H -4.58 -1.95 6.05
123 H -2.39 -2.24 4.91
124 H -1.57 -0.50 3.37
125 H -2.48 4.30 0.45
126 H -4.17 5.29 -1.03
127 H -6.45 4.32 -1.13
128 H -7.02 2.35 0.27
129 H -5.35 1.41 1.80

***

Record 2
Here is a structure of composition C56H44BrGeHfNOP from the OMol25 dataset. Energies are from ωB97M-V/def2-TZVPD.

Values from the calculation:
LUMO energy (alpha / beta) = -5.91 / -6.20 eV
relative energy (zero: lowest compared OMol25 entry of this formula, charge and spin) = 0.000 eV
HOMO energy (alpha / beta) = -11.6 / -12.6 eV
multiplicity = 2
DFT total energy = -199465.0328 eV
⟨S²⟩ = 0.78
net charge = +2

Cartesian coordinates (Å):
1 Hf -0.25 -0.09 0.44
2 O -2.11 -0.77 -0.02
3 P -2.57 -1.26 -1.43
4 C -1.03 -1.27 -2.36
5 C -0.46 0.00 -2.59
6 C 0.79 0.10 -3.19
7 C 1.47 -1.06 -3.55
8 C 0.91 -2.31 -3.30
9 C -0.34 -2.42 -2.70
10 C -3.27 -2.88 -1.31
11 C -3.54 -3.43 -0.06
12 C -4.13 -4.69 0.01
13 C -4.43 -5.38 -1.16
14 C -4.16 -4.82 -2.40
15 C -3.58 -3.57 -2.48
16 C -3.66 -0.05 -2.13
17 C -3.76 0.04 -3.52
18 C -4.67 0.93 -4.07
19 C -5.47 1.71 -3.24
20 C -5.36 1.62 -1.86
21 C -4.46 0.73 -1.29
22 H -1.03 0.91 -2.38
23 H 1.23 1.07 -3.37
24 H 2.44 -0.98 -4.02
25 H 1.45 -3.20 -3.58
26 H -0.77 -3.39 -2.51
27 H -3.31 -2.89 0.84
28 H -4.35 -5.12 0.97
29 H -4.89 -6.36 -1.10
30 H -4.40 -5.36 -3.31
31 H -3.37 -3.13 -3.46
32 H -3.13 -0.56 -4.16
33 H -4.75 1.02 -5.15
34 H -6.17 2.41 -3.68
35 H -5.97 2.24 -1.22
36 H -4.36 0.68 -0.21
37 C 1.41 5.88 -0.87
38 C 0.60 4.97 -1.54
39 C -0.03 3.95 -0.83
40 C 0.15 3.83 0.55
41 C 0.96 4.75 1.21
42 C 1.59 5.77 0.50
43 Ge -0.73 2.39 1.52
44 C -2.67 2.68 1.63
45 C -3.48 1.78 2.33
46 C -4.85 1.96 2.41
47 C -5.44 3.06 1.79
48 C -4.65 3.96 1.09
49 C -3.27 3.77 1.01
50 C 0.01 2.12 3.31
51 C -0.71 2.40 4.48
52 C -0.15 2.15 5.73
53 C 1.12 1.62 5.83
54 C 1.85 1.34 4.68
55 C 1.30 1.59 3.43
56 H 1.89 6.68 -1.42
57 H 0.44 5.06 -2.61
58 H -0.68 3.26 -1.36
59 H 1.11 4.67 2.28
60 H 2.21 6.48 1.03
61 H -3.03 0.93 2.84
62 H -5.46 1.26 2.97
63 H -6.51 3.22 1.87
64 H -5.10 4.83 0.62
65 H -2.66 4.49 0.47
66 H -1.70 2.83 4.41
67 H -0.72 2.38 6.62
68 H 1.56 1.43 6.80
69 H 2.86 0.95 4.75
70 H 1.88 1.39 2.54
71 C 1.76 -0.36 -0.14
72 C 2.90 -0.73 -0.48
73 C 4.16 -1.10 -0.90
74 C 4.70 -0.42 -2.08
75 C 4.32 0.90 -2.37
76 C 4.77 1.53 -3.52
77 C 5.60 0.85 -4.40
78 C 5.98 -0.46 -4.13
79 C 5.54 -1.09 -2.97
80 C 4.86 -2.17 -0.19
81 C 6.26 -2.18 -0.11
82 C 6.91 -3.18 0.59
83 C 6.19 -4.19 1.22
84 C 4.80 -4.19 1.14
85 C 4.14 -3.19 0.45
86 H 3.69 1.44 -1.67
87 H 4.49 2.55 -3.71
88 H 5.95 1.34 -5.30
89 H 6.62 -0.99 -4.82
90 H 5.83 -2.12 -2.77
91 H 6.82 -1.39 -0.58
92 H 7.99 -3.17 0.66
93 H 6.70 -4.97 1.76
94 H 4.23 -4.99 1.60
95 H 3.06 -3.21 0.36
96 Br -2.94 -2.54 4.97
97 C -1.30 -2.22 4.14
98 C -0.10 -2.60 4.73
99 C 1.09 -2.33 4.06
100 C 1.04 -1.70 2.83
101 N -0.12 -1.35 2.26
102 C -1.27 -1.60 2.92
103 H -0.09 -3.09 5.69
104 H 2.04 -2.59 4.48
105 H 1.94 -1.46 2.28
106 H -2.19 -1.28 2.44

***

Record 3
Here is a structure of composition C56H44N4P3SY from the OMol25 dataset. Energies are from ωB97M-V/def2-TZVPD.

Values from the calculation:
LUMO energy = -5.78 eV
relative energy (zero: lowest compared OMol25 entry of this formula, charge and spin) = 0.567 eV
HOMO energy = -12.5 eV
multiplicity = 1
DFT total energy = -104481.4882 eV
net charge = +2

Cartesian coordinates (Å):
1 Y -0.31 -0.06 0.02
2 C 3.08 1.87 -3.97
3 C 1.73 1.59 -3.84
4 C 1.33 0.55 -3.01
5 C 2.27 -0.21 -2.31
6 C 3.63 0.11 -2.43
7 C 4.03 1.15 -3.26
8 P 1.63 -1.65 -1.40
9 C 1.30 -2.91 -2.67
10 C 1.07 -2.57 -4.00
11 C 0.69 -3.54 -4.92
12 C 0.54 -4.86 -4.52
13 C 0.77 -5.21 -3.20
14 C 1.15 -4.25 -2.28
15 C 2.99 -2.30 -0.41
16 C 4.02 -3.03 -0.99
17 C 5.03 -3.54 -0.19
18 C 5.00 -3.33 1.18
19 C 3.97 -2.61 1.76
20 C 2.96 -2.09 0.96
21 H 3.40 2.67 -4.63
22 H 1.00 2.15 -4.40
23 H 0.28 0.28 -2.98
24 H 4.37 -0.46 -1.89
25 H 5.08 1.39 -3.36
26 H 1.20 -1.55 -4.34
27 H 0.53 -3.26 -5.95
28 H 0.25 -5.61 -5.24
29 H 0.68 -6.24 -2.89
30 H 1.36 -4.55 -1.26
31 H 4.02 -3.21 -2.05
32 H 5.84 -4.11 -0.64
33 H 5.79 -3.74 1.81
34 H 3.96 -2.44 2.82
35 C -0.96 0.34 2.15
36 C -1.00 1.86 1.98
37 P 0.24 2.82 2.97
38 C 1.47 3.32 1.71
39 C 2.41 4.25 2.16
40 C 3.43 4.71 1.35
41 C 3.54 4.24 0.04
42 C 2.62 3.32 -0.43
43 C 1.60 2.87 0.40
44 C -0.70 4.39 3.07
45 C -1.38 4.64 4.26
46 C -2.17 5.77 4.39
47 C -2.29 6.66 3.34
48 C -1.60 6.43 2.15
49 C -0.81 5.30 2.02
50 P 1.60 -1.14 1.68
51 C 0.54 -2.46 2.35
52 C -0.10 -2.49 3.60
53 C -0.96 -3.52 3.93
54 C -1.23 -4.53 3.02
55 C -0.63 -4.51 1.78
56 C 0.25 -3.49 1.45
57 C 2.50 -0.18 2.92
58 C 3.44 0.69 2.36
59 C 4.26 1.45 3.18
60 C 4.14 1.36 4.55
61 C 3.22 0.49 5.11
62 C 2.41 -0.29 4.30
63 H -1.96 -0.07 1.93
64 H -0.74 0.05 3.18
65 H -1.97 2.28 2.27
66 H -0.90 2.16 0.94
67 H 2.34 4.61 3.18
68 H 4.13 5.44 1.73
69 H 4.34 4.60 -0.60
70 H 2.69 2.94 -1.44
71 H 0.90 2.17 -0.06
72 H -1.28 3.95 5.09
73 H -2.69 5.95 5.32
74 H -2.90 7.55 3.45
75 H -1.67 7.14 1.34
76 H -0.26 5.14 1.10
77 H 0.06 -1.70 4.32
78 H -1.43 -3.52 4.91
79 H -1.91 -5.33 3.29
80 H -0.82 -5.31 1.07
81 H 0.76 -3.52 0.51
82 H 3.54 0.78 1.29
83 H 4.98 2.12 2.73
84 H 4.78 1.95 5.19
85 H 3.13 0.40 6.19
86 H 1.73 -0.99 4.78
87 S -4.50 0.35 -6.71
88 N -4.07 1.54 -5.71
89 C -3.51 0.96 -4.65
90 C -2.99 1.65 -3.50
91 C -3.09 3.04 -3.37
92 C -2.59 3.63 -2.23
93 C -1.97 2.83 -1.27
94 N -1.85 1.50 -1.38
95 C -2.38 0.90 -2.48
96 C -2.34 -0.56 -2.57
97 N -1.79 -1.26 -1.54
98 C -1.78 -2.58 -1.60
99 C -2.29 -3.31 -2.67
100 C -2.83 -2.63 -3.73
101 C -2.87 -1.23 -3.69
102 C -3.44 -0.44 -4.75
103 N -3.95 -0.92 -5.88
104 H -3.57 3.61 -4.15
105 H -2.65 4.70 -2.06
106 H -1.56 3.29 -0.38
107 H -1.33 -3.10 -0.75
108 H -2.24 -4.39 -2.66
109 H -3.24 -3.14 -4.60

***

Record 4
Here is a structure of composition C56H44O2P2PtS in a non-equilibrium geometry from the OMol25 dataset. Energies are from ωB97M-V/def2-TZVPD.

Values from the calculation:
LUMO energy (alpha / beta) = -13.61 / -13.61 eV
relative energy (zero: lowest compared OMol25 entry of this formula, charge and spin) = 5.177 eV
HOMO energy (alpha / beta) = -17.6 / -17.6 eV
multiplicity = 1
DFT total energy = -95501.4350 eV
net charge = +4

Cartesian coordinates (Å):
1 Pt 0.41 -0.45 0.41
2 O 0.57 2.29 1.65
3 S 0.13 2.10 0.25
4 C 1.15 3.30 -0.67
5 C 0.68 4.58 -0.92
6 C 1.45 5.54 -1.58
7 C 2.74 5.21 -1.95
8 C 3.80 5.98 -2.65
9 C 5.05 5.09 -2.59
10 C 4.60 3.83 -1.96
11 C 5.28 2.67 -1.64
12 C 4.55 1.62 -1.10
13 C 3.18 1.68 -0.80
14 P 2.57 0.01 -0.34
15 C 3.60 -0.53 1.04
16 C 3.72 -1.91 1.27
17 C 4.46 -2.36 2.34
18 C 5.05 -1.45 3.21
19 C 4.91 -0.08 3.00
20 C 4.17 0.39 1.93
21 C 2.90 -0.99 -1.82
22 C 1.88 -0.98 -2.79
23 C 2.01 -1.76 -3.92
24 C 3.15 -2.53 -4.11
25 C 4.16 -2.53 -3.16
26 C 4.05 -1.75 -2.02
27 C 2.47 2.91 -1.01
28 C 3.23 3.93 -1.62
29 C -1.62 2.51 0.27
30 C -2.23 3.14 -0.81
31 C -3.58 3.48 -0.81
32 C -4.35 3.14 0.29
33 C -5.79 3.31 0.58
34 C -6.02 2.62 1.94
35 C -4.68 2.12 2.35
36 C -4.26 1.40 3.46
37 C -2.95 0.95 3.49
38 C -2.02 1.21 2.47
39 P -0.49 0.23 2.60
40 C -0.91 -1.55 2.60
41 C -2.17 -2.14 2.63
42 C -2.27 -3.53 2.66
43 C -1.13 -4.32 2.60
44 C 0.13 -3.74 2.53
45 C 0.24 -2.36 2.53
46 C 0.14 0.51 4.27
47 C 0.73 1.73 4.60
48 C 1.09 1.98 5.91
49 C 0.86 1.03 6.89
50 C 0.30 -0.20 6.56
51 C -0.05 -0.47 5.25
52 C -2.38 2.05 1.38
53 C -3.74 2.44 1.35
54 H -0.30 4.86 -0.58
55 H 1.03 6.52 -1.78
56 H 3.96 6.96 -2.19
57 H 3.50 6.20 -3.68
58 H 5.85 5.55 -2.01
59 H 5.49 4.92 -3.58
60 H 6.34 2.56 -1.81
61 H 5.08 0.70 -0.89
62 H 3.25 -2.61 0.59
63 H 4.58 -3.42 2.51
64 H 5.61 -1.80 4.06
65 H 5.37 0.62 3.68
66 H 4.05 1.45 1.77
67 H 0.99 -0.38 -2.62
68 H 1.22 -1.77 -4.66
69 H 3.25 -3.13 -5.00
70 H 5.04 -3.14 -3.30
71 H 4.85 -1.76 -1.29
72 H -1.64 3.39 -1.68
73 H -4.00 3.99 -1.66
74 H -6.40 2.87 -0.21
75 H -6.08 4.36 0.61
76 H -6.73 1.80 1.86
77 H -6.45 3.30 2.68
78 H -4.94 1.16 4.26
79 H -2.63 0.36 4.33
80 H -3.07 -1.54 2.66
81 H -3.23 -3.99 2.77
82 H -1.22 -5.39 2.61
83 H 1.01 -4.36 2.50
84 H 1.23 -1.89 2.59
85 H 0.90 2.46 3.82
86 H 1.55 2.93 6.16
87 H 1.10 1.24 7.92
88 H 0.13 -0.95 7.32
89 H -0.50 -1.43 5.00
90 C -4.04 -0.89 -0.86
91 C -2.62 -1.29 -0.62
92 O -1.81 -0.40 -0.31
93 C -2.24 -2.68 -0.79
94 C -3.19 -3.68 -1.06
95 C -2.79 -4.98 -1.31
96 C -1.44 -5.30 -1.29
97 C -0.48 -4.33 -1.01
98 C -0.88 -3.04 -0.77
99 H -4.14 0.18 -0.70
100 H -4.71 -1.43 -0.18
101 H -4.33 -1.13 -1.88
102 H -4.24 -3.45 -1.08
103 H -3.52 -5.73 -1.54
104 H -1.13 -6.32 -1.49
105 H 0.57 -4.59 -1.01
106 H -0.12 -2.25 -0.58

***

Question: Which of these has the highest net charge?
Answer: C56H44O2P2PtS